ORCA calculation (ωB97M-V/def2-TZVPD) on a structure of composition C26H37F6N4O2SSbSi2Ti in a non-equilibrium geometry.

Values from the calculation:
Relative energy (zero: lowest compared OMol25 entry of this formula, charge and spin), kcal per mole: 0.0
Calculated total energy, Eh: -4048.84153
LUMO, eV: -0.9
Largest force on an atom, eV/Å: 3.57

Geometry as ORCA input:
```
! RIJCOSX wB97M-V def2-TZVPD def2/J DEFGRID3
* xyz 0 1
Ti 0.17 -0.54 0.41
C 2.79 -3.40 -1.52
C 2.10 -2.07 -1.51
O 1.38 -1.68 -0.39
C 2.00 -1.20 -2.52
C 1.29 0.03 -2.43
C 1.51 1.06 -3.53
N 0.43 0.34 -1.48
N -0.12 1.61 -1.58
C -0.60 1.99 -0.45
O -0.43 1.24 0.62
C -1.38 3.28 -0.29
C -2.16 3.85 -1.25
C -2.89 4.99 -0.98
C -2.80 5.59 0.27
C -2.05 4.99 1.25
C -1.39 3.82 0.97
H 3.63 -3.50 -0.81
H 3.11 -3.62 -2.57
H 2.07 -4.23 -1.15
H 2.51 -1.49 -3.47
H 1.75 0.56 -4.46
H 2.19 1.88 -3.26
H 0.53 1.52 -3.65
H -2.28 3.31 -2.25
H -3.66 5.42 -1.68
H -3.41 6.47 0.44
H -2.06 5.32 2.27
H -0.83 3.23 1.69
C -1.38 -2.82 -2.57
Si -2.46 -1.76 -1.45
C -2.98 -0.08 -2.18
C -4.08 -2.68 -1.43
C -1.61 -1.43 0.26
Si -2.79 -1.07 1.77
C -4.18 0.14 1.30
C -2.00 -0.25 3.28
C -3.63 -2.71 2.29
H -2.02 -3.22 -3.37
H -1.13 -3.70 -1.98
H -0.51 -2.38 -3.02
H -3.68 -0.26 -3.02
H -2.12 0.51 -2.49
H -3.52 0.44 -1.36
H -4.43 -2.55 -2.46
H -4.90 -2.22 -0.87
H -4.04 -3.77 -1.22
H -1.11 -2.32 0.59
H -4.71 0.23 2.25
H -4.83 -0.17 0.45
H -3.72 1.10 1.09
H -1.36 0.59 3.00
H -1.40 -0.78 3.92
H -2.80 0.19 3.90
H -4.17 -3.13 1.41
H -4.34 -2.47 3.11
H -2.90 -3.43 2.69
F 0.75 -0.91 2.23
Sb 1.19 -2.45 3.41
F 1.74 -3.41 1.86
F -0.61 -2.98 3.00
F 1.70 -3.87 4.51
F 0.62 -1.48 4.84
F 2.82 -1.61 3.44
N 1.82 3.28 0.86
C 2.88 2.46 0.63
N 2.88 1.18 0.72
C 4.20 0.67 0.52
C 4.59 -0.66 0.49
C 5.90 -0.95 0.19
C 6.83 0.04 -0.08
C 6.44 1.36 -0.13
C 5.15 1.70 0.17
S 4.40 3.30 0.26
H 1.13 2.80 1.45
H 1.98 4.24 0.99
H 3.83 -1.42 0.85
H 6.21 -1.95 0.06
H 7.81 -0.24 -0.46
H 7.15 2.15 -0.37
*
```

Partial charges, Löwdin, in e: 1.065 -0.004 -0.348 -0.229 -0.019 -0.249 -0.007 -0.027 0.087 -0.408 -0.182 -0.157 -0.042 -0.079 -0.090 -0.071 -0.047 0.087 0.091 0.125 0.138 0.076 0.106 0.066 0.141 0.124 0.110 0.105 0.101 -0.160 0.470 -0.161 -0.195 -0.403 0.500 -0.175 -0.169 -0.166 0.040 0.039 0.005 0.041 -0.001 0.024 0.029 0.023 0.047 -0.007 0.026 0.031 0.025 0.027 -0.038 0.050 0.022 0.037 0.021 -0.369 1.406 -0.342 -0.336 -0.335 -0.304 -0.317 0.106 -0.681 0.108 -0.257 -0.028 -0.087 -0.094 -0.116 -0.463 1.053 0.094 0.080 0.127 0.091 0.106 0.111

---

ORCA calculation (ωB97M-V/def2-TZVPD) on a structure of composition C26H37IN2O4SZr in a non-equilibrium geometry.

Values from the calculation:
Calculated total energy, Eh: -2163.64731
LUMO, eV: -15.4
Largest force on an atom, eV/Å: 5.73

Geometry as ORCA input:
```
! RIJCOSX wB97M-V def2-TZVPD def2/J DEFGRID3
* xyz 4 1
C -2.61 3.36 3.04
C -2.35 2.27 4.28
C -0.76 1.89 4.22
C -0.47 0.26 4.08
C 1.02 0.11 3.42
C 1.10 -0.93 2.14
C 1.07 -2.55 2.43
C 1.20 -3.56 1.12
O 1.17 -5.05 1.33
C -0.29 -5.36 1.49
C -1.12 -5.32 0.06
O -2.09 -4.22 0.17
C -3.36 -4.54 -0.51
C -3.44 -3.94 -2.06
C 1.38 -3.00 -0.44
C 1.37 -1.36 -0.74
C 1.24 -0.40 0.58
S 1.29 1.46 0.32
C 2.27 1.64 -1.31
C 3.05 3.07 -1.51
N 3.09 4.21 -0.51
C 2.17 5.34 -0.90
C 0.64 4.88 -0.41
C 3.88 3.27 -2.93
C 3.87 2.05 -4.04
O 4.60 2.33 -5.31
C 3.08 0.60 -3.78
I 3.15 -0.92 -5.36
C 2.25 0.38 -2.35
N 1.53 -0.94 -2.18
C 0.25 -0.83 -2.95
C -1.11 -1.33 -2.21
C -1.79 -0.17 -1.20
O -1.66 1.19 -1.74
H -3.72 3.73 3.02
H -2.28 2.80 2.05
H -1.87 4.26 3.25
H -2.99 1.29 4.13
H -2.59 2.78 5.33
H -0.30 2.39 3.24
H -0.22 2.38 5.13
H -1.29 -0.31 3.47
H -0.40 -0.14 5.19
H 1.51 1.17 3.18
H 1.73 -0.36 4.26
H 0.97 -2.94 3.55
H -0.46 -6.43 1.98
H -0.82 -4.60 2.21
H -1.63 -6.39 -0.05
H -0.43 -5.16 -0.88
H -3.64 -5.68 -0.50
H -4.21 -3.98 0.09
H -3.81 -2.81 -2.08
H -4.30 -4.56 -2.59
H -2.44 -4.09 -2.65
H 1.48 -3.78 -1.34
H 2.95 3.88 0.47
H 2.43 6.38 -0.42
H 2.08 5.50 -2.07
H 0.77 4.54 0.71
H 0.32 3.91 -1.02
H -0.12 5.75 -0.57
H 4.43 4.29 -3.09
H 3.91 2.77 -5.92
H 0.39 -1.49 -3.93
H 0.19 0.29 -3.35
H -1.04 -2.39 -1.69
H -1.92 -1.47 -3.07
H -2.96 -0.42 -1.23
H -1.47 -0.29 -0.08
H -0.71 1.51 -1.77
Zr -1.17 3.76 0.79
*
```

Partial charges, Löwdin, in e: -0.149 -0.168 -0.203 -0.162 -0.184 -0.079 0.148 0.017 -0.085 -0.095 -0.152 -0.251 -0.218 -0.097 0.168 -0.075 -0.245 0.930 -0.257 -0.129 -0.028 -0.139 -0.213 0.133 -0.093 -0.032 -0.442 1.057 -0.154 -0.094 -0.188 -0.125 -0.205 -0.142 0.144 -0.018 0.110 0.143 0.163 0.052 0.151 0.128 0.150 0.107 0.155 0.166 0.176 0.141 0.157 0.126 0.140 0.136 0.073 0.110 0.076 0.156 0.118 0.169 0.168 0.037 0.062 0.136 0.148 0.170 0.121 0.142 0.105 0.147 0.155 0.101 0.036 1.390

---

ORCA calculation (ωB97M-V/def2-TZVPD) on a structure of composition C26H37N2OSSiY.

Values from the calculation:
Relative energy (zero: lowest compared OMol25 entry of this formula, charge and spin), kcal per mole: 0.4
Calculated total energy, Eh: -1923.25033
LUMO, eV: -5.5
Largest force on an atom, eV/Å: 0.20

Geometry as ORCA input:
```
! RIJCOSX wB97M-V def2-TZVPD def2/J DEFGRID3
* xyz 2 1
Y 0.68 -1.28 -0.61
C 0.81 -1.06 1.68
Si -0.23 0.47 1.86
C 0.56 1.66 0.58
N 0.83 1.05 -0.77
C -0.32 1.23 -1.71
C -0.03 2.17 -2.87
C 0.69 3.41 -2.34
C 2.04 3.03 -1.71
C 2.09 1.54 -1.37
C -1.97 0.01 1.31
C -2.86 0.94 0.74
C -4.19 0.63 0.52
C -4.68 -0.62 0.89
C -3.83 -1.55 1.47
C -2.49 -1.24 1.67
C -0.24 1.38 3.47
C 0.97 1.76 4.07
C 0.98 2.45 5.27
C -0.22 2.76 5.90
C -1.43 2.39 5.33
C -1.44 1.70 4.12
H 0.43 -1.88 2.30
H 1.82 -0.83 2.05
H 1.54 1.89 1.02
H 0.05 2.62 0.47
H -1.17 1.60 -1.13
H -0.65 0.25 -2.12
H -0.97 2.44 -3.35
H 0.58 1.68 -3.63
H 0.05 3.90 -1.60
H 0.83 4.13 -3.14
H 2.22 3.62 -0.81
H 2.86 3.25 -2.39
H 2.90 1.33 -0.67
H 2.28 0.96 -2.28
H -2.51 1.94 0.51
H -4.86 1.37 0.10
H -5.72 -0.85 0.74
H -4.21 -2.52 1.78
H -1.85 -1.97 2.15
H 1.91 1.51 3.60
H 1.92 2.73 5.73
H -0.21 3.30 6.84
H -2.36 2.63 5.82
H -2.39 1.42 3.68
C 3.73 -2.32 0.15
C 3.71 -2.58 -1.33
O 2.43 -2.13 -1.87
C 2.37 -2.25 -3.32
C 1.06 -1.71 -3.82
H 4.69 -2.66 0.56
H 2.95 -2.87 0.68
H 3.66 -1.25 0.38
H 3.81 -3.64 -1.56
H 4.49 -2.02 -1.85
H 2.49 -3.31 -3.57
H 3.22 -1.70 -3.72
H 0.20 -2.26 -3.43
H 1.03 -1.81 -4.91
H 0.96 -0.64 -3.61
S -2.79 -4.53 -1.64
C -3.44 -2.97 -1.85
C -2.52 -2.03 -1.56
N -1.30 -2.53 -1.17
C -1.32 -3.85 -1.17
H -4.47 -2.83 -2.16
H -2.70 -0.96 -1.55
H -0.47 -4.47 -0.89
*
```

Partial charges, Löwdin, in e: 1.588 -0.361 0.576 -0.192 -0.317 -0.196 -0.158 -0.157 -0.144 -0.184 -0.284 -0.112 -0.063 -0.063 -0.072 -0.107 -0.254 -0.100 -0.068 -0.059 -0.063 -0.083 0.006 0.006 0.096 0.103 0.102 0.083 0.131 0.111 0.117 0.123 0.118 0.125 0.127 0.112 0.106 0.116 0.117 0.117 0.101 0.098 0.112 0.115 0.113 0.099 -0.067 -0.202 -0.342 -0.206 -0.056 0.109 0.077 0.075 0.139 0.138 0.140 0.139 0.069 0.112 0.057 1.139 -0.336 -0.239 -0.161 -0.460 0.095 0.109 0.091

---

ORCA calculation (ωB97M-V/def2-TZVPD) on a structure of composition C26H38BClN3O6Pd in a non-equilibrium geometry.

Values from the calculation:
Calculated total energy, Eh: -2242.15223
LUMO (spin up / spin down), eV: 2.7 / 2.6
Largest force on an atom, eV/Å: 2.42

Geometry as ORCA input:
```
! RIJCOSX wB97M-V def2-TZVPD def2/J DEFGRID3
* xyz -1 3
O -1.31 3.48 -1.31
C -1.16 2.56 -2.16
C -2.34 1.65 -2.44
C -2.69 0.53 -1.68
H -2.05 0.18 -0.86
C -3.87 -0.16 -2.02
H -4.20 -1.03 -1.44
C -4.65 0.27 -3.11
H -5.57 -0.25 -3.37
C -4.22 1.35 -3.88
H -4.77 1.67 -4.77
C -3.09 2.06 -3.53
H -2.73 2.93 -4.09
H -0.58 2.82 -3.15
C 1.55 2.05 -2.83
C 0.46 1.13 -2.33
H 1.46 2.20 -3.92
H 2.52 1.60 -2.58
H 1.48 3.04 -2.35
C 0.19 -0.10 -2.96
C 0.97 -0.68 -4.15
H -0.76 -0.58 -2.73
H 0.42 -0.55 -5.10
H 1.16 -1.75 -3.95
H 1.97 -0.22 -4.30
Pd 1.23 -0.21 -1.09
Cl 3.26 -1.27 -1.77
C 2.77 -2.35 1.25
O 2.07 -1.33 1.22
N 3.27 -2.90 2.38
C 3.49 -2.09 3.57
C 3.70 -4.28 2.41
H 3.03 -2.88 0.31
H 2.86 -1.20 3.54
H 4.54 -1.80 3.66
H 3.22 -2.69 4.45
H 2.92 -4.94 2.00
H 3.88 -4.57 3.45
H 4.61 -4.42 1.80
H -4.72 2.17 1.78
H -3.45 0.84 3.59
C -4.03 1.70 1.07
C -2.77 0.48 2.80
N -2.75 1.43 1.70
H -3.88 2.38 0.21
C -1.68 2.24 1.51
O -0.61 2.15 2.12
H -1.76 0.37 3.20
H -1.86 3.02 0.74
H -4.48 0.76 0.72
H -3.14 -0.48 2.43
H 4.35 4.06 1.76
H 2.22 5.44 2.11
C 3.96 3.79 0.77
C 1.86 5.09 1.13
N 2.51 3.82 0.78
H 4.29 2.78 0.48
C 1.79 2.71 0.51
O 2.29 1.59 0.30
H 0.78 4.93 1.16
H 0.70 2.91 0.50
H 4.34 4.53 0.06
H 2.11 5.86 0.39
O -0.67 -1.56 1.04
B 0.14 -1.57 -0.11
O 0.15 -2.86 -0.69
C -0.53 -3.64 0.17
C -0.46 -5.02 0.20
C -0.76 -5.61 1.43
C -1.13 -4.85 2.55
C -1.25 -3.45 2.49
C -0.96 -2.87 1.27
H -0.12 -5.58 -0.68
H -0.67 -6.69 1.50
H -1.35 -5.35 3.49
H -1.51 -2.84 3.36
*
```

Partial charges, Löwdin, in e: -0.086 -0.347 -0.202 -0.057 0.108 -0.088 0.102 -0.109 0.092 -0.100 0.091 -0.049 0.117 0.124 -0.160 -0.368 0.077 0.057 0.064 -0.314 -0.141 0.072 0.066 0.055 0.049 0.800 -0.096 -0.306 -0.056 -0.189 -0.046 -0.056 0.098 0.090 0.090 0.078 0.087 0.080 0.089 0.083 0.085 -0.065 -0.056 -0.186 0.089 -0.309 -0.013 0.085 0.117 0.080 0.083 0.083 0.082 -0.049 -0.049 -0.185 0.088 -0.299 -0.060 0.090 0.110 0.084 0.085 0.119 -0.648 0.122 -0.225 -0.009 -0.119 -0.117 -0.006 -0.216 0.119 0.090 0.091 0.115

---

ORCA calculation (ωB97M-V/def2-TZVPD) on the ion C26H38BrClFIN2O2PS with charge +1 in a non-equilibrium geometry.

Values from the calculation:
Calculated total energy, Eh: -5443.76476
LUMO, eV: -4.6
Structure (SMILES): COCCCCc1c2c(C[C@H](C)Br)c([PH2]=S)c(CCCF)c(C)c2c(CCCCl)c(CC(=O)I)[n+]1N
Largest force on an atom, eV/Å: 9.03

Geometry as ORCA input:
```
! RIJCOSX wB97M-V def2-TZVPD def2/J DEFGRID3
* xyz 1 1
C 2.61 -3.32 -1.24
O 3.36 -2.59 -2.28
C 3.03 -1.15 -2.29
C 1.55 -0.89 -3.01
C 1.58 0.52 -3.83
C 0.81 1.78 -3.04
C 0.83 1.60 -1.41
C -0.32 0.92 -0.46
C -1.67 0.25 -1.12
C -2.04 0.07 -2.70
C -2.97 1.35 -3.25
C -2.74 1.58 -4.89
Br -2.71 3.03 -2.20
C -2.86 -0.35 -0.10
P -4.52 -1.12 -0.77
S -5.89 0.30 -0.99
C -2.73 -0.33 1.55
C -3.98 -0.90 2.50
C -3.66 -2.38 3.13
C -4.34 -3.64 2.35
F -3.52 -3.87 1.10
C -1.31 0.28 2.22
C -1.24 0.20 3.83
C -0.14 0.90 1.21
C 1.28 1.53 1.82
C 1.71 1.56 3.40
C 2.44 0.15 3.93
C 2.16 -1.13 2.95
Cl 3.32 -1.30 1.51
C 2.39 2.19 0.75
C 3.82 2.89 1.26
C 5.01 1.82 1.59
O 5.34 1.67 2.90
I 6.18 0.65 0.16
N 2.11 2.15 -0.74
N 3.13 2.68 -1.56
H 3.40 -3.73 -0.45
H 1.88 -2.63 -0.63
H 2.04 -4.27 -1.66
H 3.90 -0.57 -2.86
H 2.96 -0.65 -1.23
H 1.46 -1.75 -3.82
H 0.65 -1.04 -2.28
H 2.67 0.86 -4.08
H 1.05 0.36 -4.89
H -0.28 1.99 -3.49
H 1.39 2.75 -3.44
H -1.10 -0.13 -3.41
H -2.71 -0.89 -2.94
H -4.09 1.02 -3.14
H -1.70 2.03 -5.15
H -3.64 2.20 -5.37
H -2.86 0.48 -5.36
H -4.34 -1.92 -1.95
H -5.13 -2.03 0.22
H -4.01 -0.15 3.42
H -5.04 -0.78 2.00
H -4.08 -2.39 4.24
H -2.48 -2.57 3.19
H -4.33 -4.65 2.99
H -5.43 -3.39 1.96
H -0.25 -0.39 4.13
H -2.09 -0.36 4.39
H -1.24 1.31 4.25
H 0.84 1.92 4.14
H 2.56 2.37 3.66
H 3.56 0.30 4.22
H 1.87 -0.09 4.95
H 1.03 -1.23 2.57
H 2.33 -2.10 3.62
H 4.26 3.67 0.51
H 3.65 3.55 2.25
H 3.24 3.70 -1.42
H 4.03 2.15 -1.43
*
```

Partial charges, Löwdin, in e: -0.136 -0.247 -0.227 -0.174 -0.179 -0.141 0.041 0.005 -0.117 -0.215 -0.695 -0.147 0.636 -0.194 0.377 0.106 -0.040 -0.181 -0.183 -0.130 -0.179 -0.074 -0.097 0.032 -0.010 -0.163 -0.214 -0.545 0.514 -0.003 -0.123 -0.686 -0.141 0.852 -0.094 0.050 0.095 0.070 0.111 0.135 0.065 0.138 0.093 0.113 0.124 0.071 0.130 0.107 0.106 0.051 0.072 0.103 0.098 -0.012 -0.031 0.122 0.097 0.131 0.133 0.140 0.120 0.078 0.075 0.107 0.114 0.114 0.113 0.121 0.078 0.104 0.116 0.142 0.124 0.055

---

ORCA calculation (ωB97M-V/def2-TZVPD) on a structure of composition C26H38CaClO25 in a non-equilibrium geometry.

Values from the calculation:
Calculated total energy, Eh: -4031.61869
LUMO, eV: -6.5
Largest force on an atom, eV/Å: 6.17

Geometry as ORCA input:
```
! RIJCOSX wB97M-V def2-TZVPD def2/J DEFGRID3
* xyz 1 1
Ca -3.15 12.99 17.66
Cl -1.84 13.13 23.09
O -3.01 13.86 23.23
O -1.89 11.97 23.97
O -1.71 12.66 21.74
O -0.71 14.04 23.33
C 0.33 17.22 11.53
C 0.08 15.97 10.69
O -0.76 15.13 11.42
C -0.74 15.60 12.70
O -1.31 14.99 13.57
O -0.26 16.86 12.80
H -0.27 18.05 11.15
H 1.39 17.50 11.46
H 1.04 15.50 10.49
H -0.57 16.30 9.88
C -4.40 5.06 17.84
C -3.36 4.96 16.72
O -3.60 6.14 15.99
C -4.32 7.00 16.72
O -4.49 8.22 16.42
O -4.72 6.39 17.79
H -4.07 4.92 18.87
H -5.40 4.69 17.63
H -3.58 4.08 16.12
H -2.36 4.91 17.16
C -6.62 16.21 10.33
C -7.49 15.82 11.54
C -8.31 14.61 11.35
O -8.49 14.09 12.66
C -7.44 14.51 13.33
O -6.96 14.07 14.41
O -6.83 15.40 12.66
H -6.78 17.17 9.84
H -6.93 15.51 9.55
H -5.58 16.18 10.65
H -8.06 16.68 11.88
H -7.78 13.97 10.65
H -9.35 14.77 11.05
C -9.55 19.18 17.43
C -8.12 19.64 18.03
C -8.03 19.62 19.55
O -7.10 18.52 19.61
C -6.66 18.02 18.54
O -5.96 16.98 18.42
O -7.23 18.68 17.46
H -9.57 18.12 17.15
H -9.93 19.55 16.47
H -10.34 19.39 18.14
H -7.64 20.56 17.70
H -9.04 19.50 19.95
H -7.43 20.48 19.83
C -1.35 19.81 21.78
C -0.42 19.73 20.50
C 1.00 19.48 20.86
O 1.35 18.30 20.08
C 0.24 17.71 19.62
O 0.20 16.61 19.07
O -0.84 18.56 19.88
H -2.34 20.22 21.55
H -0.97 20.54 22.50
H -1.37 18.87 22.33
H -0.52 20.51 19.74
H 1.25 19.26 21.90
H 1.57 20.32 20.47
C -11.13 15.09 21.20
C -10.41 13.78 21.45
C -10.91 12.63 20.53
O -9.65 12.04 20.17
C -8.62 12.78 20.40
O -7.52 12.42 20.06
O -9.02 13.82 21.21
H -10.95 15.50 20.21
H -10.92 15.79 22.01
H -12.21 14.90 21.15
H -10.49 13.49 22.50
H -11.57 12.96 19.73
H -11.28 11.85 21.19
C 2.51 8.80 12.54
C 1.59 8.21 13.63
C 2.41 7.61 14.87
O 1.96 8.46 15.90
C 0.93 9.24 15.56
O 0.38 10.09 16.24
O 0.82 9.24 14.20
H 3.33 9.24 13.11
H 2.07 9.66 12.05
H 2.75 8.06 11.78
H 1.03 7.41 13.16
H 3.47 7.37 14.75
H 2.15 6.56 15.02
*
```

Partial charges, Löwdin, in e: 1.911 0.594 -0.356 -0.360 -0.439 -0.378 -0.090 -0.149 0.065 -0.551 0.120 0.074 0.128 0.133 0.137 0.137 -0.116 -0.098 0.074 -0.538 0.055 0.065 0.146 0.145 0.136 0.135 0.016 -0.344 -0.091 0.116 -0.596 0.069 0.122 0.085 0.078 0.092 0.163 0.142 0.152 0.006 -0.272 -0.035 0.104 -0.550 0.065 0.042 0.081 0.070 0.066 0.148 0.138 0.141 0.001 -0.337 -0.077 0.072 -0.476 0.096 0.044 0.075 0.076 0.097 0.155 0.144 0.136 -0.025 -0.329 -0.040 0.080 -0.575 0.124 0.081 0.087 0.087 0.086 0.154 0.136 0.138 -0.022 -0.294 -0.075 0.079 -0.511 0.106 0.072 0.086 0.082 0.088 0.142 0.133 0.119